No. 1
Below is a structure of composition C27H44N3P3PbS, with properties calculated with ωB97M-V/def2-TZVPD.

Structure (XYZ):
```
79
Properties=species:S:1:pos:R:3:forces:R:3
H 2.05095 3.75108 0.09085 0.34 -0.03 -0.18
C 2.18889 -2.38037 -5.93191 0.00 0.10 1.70
N 0.84060 -0.15747 1.75113 -0.61 0.98 0.94
H 3.48375 2.68150 0.15652 -0.18 0.23 -0.13
H 3.95058 1.63663 -3.04721 -0.05 -0.27 0.30
H -0.92919 1.67777 4.74745 0.09 -0.14 0.49
C 1.63147 -1.21269 2.18514 -0.22 0.16 0.78
Pb 0.11741 0.00401 -0.91283 -0.52 1.13 4.48
H -1.91122 -1.68160 2.90835 -0.18 0.06 -0.15
H -3.58502 1.54853 -1.65530 0.12 0.29 -0.06
H -0.85983 -4.63400 -2.55279 0.46 -0.06 -0.22
C 2.81057 3.23517 -0.51223 -0.25 -0.07 0.37
C 0.66279 -0.74234 -4.98569 -0.48 0.61 0.22
C 1.26076 -4.67717 -2.26738 -0.47 0.05 -0.36
H 1.83711 -1.34765 6.14690 -0.25 0.32 0.27
C -0.45689 1.13340 5.56661 -0.88 0.88 1.42
C -2.86180 2.23307 1.24145 0.21 -0.59 0.31
H -2.34271 -3.85508 0.67224 0.28 0.15 -0.02
C -0.80336 1.41701 6.89079 -0.44 0.65 -2.27
C -1.52173 -3.14398 0.49967 0.12 0.01 -0.11
H 3.38571 3.97209 -1.08972 -0.12 -0.21 0.16
C 0.37721 -0.28023 -6.29385 -0.16 -0.01 -1.38
P -2.16593 -1.42682 0.49695 -0.46 -1.10 0.08
H 0.70241 -0.56328 -8.40789 0.06 -0.07 0.35
H -1.03226 -3.37487 -0.45871 -0.18 -0.02 0.27
H -2.82979 -0.21101 2.50327 -0.11 -0.33 0.08
H -1.54617 2.18323 7.10544 0.16 -0.15 -0.04
C -3.78593 -1.62957 -0.34103 0.17 0.35 -0.22
H -4.26105 -0.64372 -0.44996 -0.05 -0.35 -0.01
H 1.01036 2.53744 -3.81972 0.22 0.33 0.08
P 2.01474 2.05528 -1.65603 0.83 0.54 -0.49
C -2.68867 -1.27004 2.25143 0.20 0.45 0.16
H 2.27642 -2.47345 -8.09319 -0.08 0.14 0.18
C 1.63455 -1.74981 -4.81974 0.86 -1.13 -0.26
H -2.32147 2.46277 -2.53108 -0.22 0.07 0.18
C 1.63372 -1.24478 3.54643 -0.02 0.06 -0.42
H 2.14146 -1.87337 1.49727 -0.06 0.07 0.14
H -4.44027 -2.29096 0.24503 0.21 0.17 -0.21
H 2.11586 -1.92049 4.22702 0.04 -0.03 -0.03
H -0.23583 1.33790 2.87118 0.16 -0.27 -0.11
H -3.62328 -2.05468 -1.34097 -0.15 0.11 0.23
C 0.95152 -0.90533 -7.40100 -0.85 1.10 0.44
C -0.91906 3.77671 -0.10306 0.39 -0.15 0.11
H 1.20738 4.02931 -2.83445 0.10 -0.24 -0.22
P -1.72913 2.13955 -0.19408 -0.42 1.11 -0.84
H -3.33808 3.22501 1.25283 0.18 -0.28 -0.12
H 2.24779 -4.64236 -2.74082 -0.33 -0.03 0.21
C 0.49387 0.13617 5.30793 0.30 -0.30 -1.04
H 2.63614 3.27987 -3.63091 -0.36 0.08 0.13
H -2.29612 2.09793 2.17444 -0.28 0.09 -0.20
H 0.18271 -4.36859 -4.07748 -0.04 -0.16 0.40
H 0.74954 -0.90830 -2.38489 -1.24 0.35 -2.55
C -0.54956 1.03124 9.30523 0.03 -0.04 -0.16
C 1.67569 3.08154 -3.13369 -0.41 -0.08 0.05
H -3.45112 3.32870 -1.43071 0.16 -0.28 -0.07
C 1.84731 -1.96813 -7.22802 -0.06 -0.11 -0.23
H 1.22407 -0.80905 8.49601 -0.10 0.12 -0.18
H 2.89044 -3.20383 -5.77992 -0.18 0.31 -0.09
H -0.31600 0.55628 -6.40880 0.18 -0.32 -0.18
N 0.83038 -0.17861 3.97652 0.13 -0.35 0.53
H -0.36327 3.99606 -1.02694 -0.22 -0.05 0.30
C 0.38061 0.44768 2.84685 0.41 -0.48 -1.46
C 0.14072 -4.54741 -2.99719 0.38 0.21 0.40
C -0.19834 0.72316 7.94691 -0.41 0.37 1.79
C 1.10000 -0.57116 6.35586 0.05 -0.15 1.78
H -1.69262 4.54451 0.05178 0.26 -0.21 -0.09
H 1.90343 -2.05122 -3.80494 -0.02 -0.16 -0.41
H -3.63768 1.45840 1.17985 0.19 0.24 0.03
H 3.12086 0.10320 -2.62901 0.26 0.17 0.03
H -3.63193 -1.81162 2.41870 0.33 0.14 -0.05
C 0.75228 -0.26862 7.67608 1.37 -1.40 -1.30
S -0.24299 -0.07992 -3.64448 1.92 -1.70 -1.35
C 3.44928 1.07884 -2.24233 -0.09 -0.22 0.14
H 1.23768 -4.90610 -1.19612 -0.02 0.08 -0.42
H 4.14527 0.93102 -1.40385 -0.16 -0.11 -0.35
H -0.22030 3.79086 0.74532 -0.17 0.14 -0.22
N -0.83656 1.28291 10.41279 0.29 -0.25 -1.12
C -2.88893 2.39711 -1.59238 0.18 -0.45 0.00
H -0.78020 -3.24327 1.30412 -0.15 -0.06 -0.21
```
Forces are in eV/Å.

Results
**Energy above the lowest of the compared OMol25 structures with the same formula, charge and spin**: 265.0 kJ/mol
**Charge**: +4
**Molecular weight**: 742.9 g/mol
**Strongest force on any atom**: 0.0904 Eh/bohr
**Orbital gap (alpha / beta)**: 3.8983 / 4.6133 eV

These are the Mulliken partial charges, in e, on atoms 1 to 4:
1. H 0.283
2. C -0.564
3. N 0.324
4. H 0.410

No. 2
Below is a structure of composition C36H33Br9N6O6, with properties calculated with ωB97M-V/def2-TZVPD.

Structure (XYZ):
```
90
Properties=species:S:1:pos:R:3:forces:R:3
N 4.95395 -0.66837 0.17542 0.65 -2.07 -0.18
H 1.71471 -0.05001 -5.24115 0.31 0.09 0.51
C 2.63259 -4.70209 -2.66193 0.61 1.53 -1.07
N 5.95320 2.59434 2.61143 -1.58 0.25 -0.25
H -6.73353 -4.50611 -1.88593 -0.40 -0.06 -0.12
O -10.03122 -4.88774 1.75406 0.88 -0.17 -1.03
H 4.60513 0.97821 2.25941 -0.11 0.51 -0.20
C -1.21681 0.74525 0.75579 -2.32 0.82 0.65
Br -2.82193 -0.10543 5.88087 0.36 0.51 -0.98
H -0.22219 2.49853 1.54434 -0.43 0.07 -0.02
Br -3.71531 2.43731 -2.68250 -0.56 0.17 1.05
O 2.84875 0.91024 -3.15549 -1.62 -0.12 0.25
C -6.55508 -3.98281 1.89281 -1.41 -1.14 -1.01
C -0.28822 -0.62941 -5.46851 1.00 0.58 0.18
C 5.53727 -1.89675 0.42726 -0.86 1.49 -0.32
Br 2.37204 -3.31238 -1.31009 0.20 -0.56 -0.54
H 5.44178 -0.51755 -3.14467 0.06 -0.46 -0.20
O -2.12052 -2.44409 -0.51320 -0.13 0.48 0.54
C -7.73519 -4.57576 1.31198 1.33 1.20 1.32
C -1.52073 -0.74630 -4.90219 -1.22 0.12 0.57
H -0.07988 6.39519 -1.25579 0.30 -0.16 -0.02
H -1.08237 0.59585 -1.89017 0.88 0.36 0.18
C 1.26913 -0.45332 0.77648 -0.97 1.34 0.70
C -1.00756 5.76083 2.43111 1.26 0.20 -3.01
C -7.83149 -4.76052 -0.03121 0.86 -0.11 -1.12
O 1.43230 1.61750 -1.62823 0.58 -1.68 -2.88
O -3.40512 -0.74417 -0.14895 1.18 -0.30 0.32
Br 1.70383 -4.11406 -4.38473 0.71 -0.68 1.50
H 1.29069 4.95697 0.17985 0.34 -0.12 0.29
H 0.25370 -2.16193 0.09951 -0.37 -0.32 0.37
H -1.82470 -0.12221 3.53274 -0.28 0.19 0.02
H -4.91858 -3.22893 -0.93372 0.21 -0.35 -0.18
H 6.25020 -0.72732 2.79893 -0.28 -0.04 -0.02
C -0.74942 0.24413 -2.85549 0.18 -0.18 0.28
C 1.14038 0.91061 1.12386 -1.09 -0.88 0.30
O -8.70019 -4.78548 3.38507 0.95 -0.12 0.90
C -1.77358 6.66719 1.65256 0.53 -0.35 0.17
H 9.06705 2.31847 3.63296 0.17 0.16 0.23
H 2.22797 -0.95012 0.76200 0.12 0.08 -0.08
C 7.84750 0.60356 3.27221 -2.64 2.57 -0.35
H -2.35421 -1.07835 -5.50340 -0.08 -0.17 -0.05
C 5.47531 -0.97369 -2.16629 1.11 -0.88 1.30
H 6.58380 -3.62490 -0.25095 0.10 -0.01 -0.15
C 6.15794 -2.67006 -0.52176 -0.34 0.70 -0.33
H 6.61747 -2.74754 -2.59026 0.09 0.00 -0.12
Br -2.91449 2.22597 3.48909 0.05 -1.73 0.48
C -2.76731 0.25330 3.93095 -1.03 0.36 0.62
C -0.31598 6.23534 -0.21411 -1.98 2.13 0.02
H -4.72122 -3.07394 1.50244 0.38 -0.14 -0.20
H 5.48368 -2.35350 1.40445 -0.23 0.63 0.49
Br -4.28015 -0.79210 3.19322 0.88 0.76 -0.03
N 0.12684 5.17592 1.88163 -1.70 0.67 1.48
H -2.19384 1.20341 0.79944 -0.17 0.03 -0.22
N 1.71298 0.97983 -2.69270 -0.41 1.20 2.11
C 0.10354 -1.17011 0.49970 1.31 -1.02 -1.45
H -0.10988 -0.74359 -6.52755 -0.14 -0.48 -0.03
C -1.12029 -0.56671 0.38904 0.00 -0.27 0.50
C 6.52141 0.31586 2.86702 1.42 -1.12 0.42
H -8.70966 -5.17363 -0.50511 -0.06 -0.04 0.15
N -2.31003 -1.31409 -0.08732 -0.26 0.12 -0.97
H 7.32819 4.03968 3.08757 0.30 0.00 0.01
C 0.78147 -0.16011 -4.70884 -0.14 0.66 0.57
C 8.07180 2.00779 3.35128 2.48 -1.46 0.44
C -1.43905 6.93767 0.31762 1.37 -1.37 0.74
C 0.44475 5.46484 0.61902 -0.35 -0.82 0.24
H -2.62737 7.15840 2.09547 -0.10 0.00 0.10
H -2.00736 7.65395 -0.25715 -0.05 -0.13 -0.14
H 1.99868 1.52037 1.36449 0.10 -0.03 -0.01
H -6.52572 -3.78940 2.95494 0.05 -0.10 -0.02
Br -6.29192 3.59830 -0.91524 1.56 -0.77 -0.04
C -0.16681 1.47075 1.21722 2.97 -0.13 -0.46
H 8.56673 -0.13041 3.60445 0.00 0.02 -0.24
C -5.52158 -3.62984 1.03683 -0.42 1.08 2.83
N -8.89194 -4.79465 2.19678 -1.41 0.30 0.16
Br -3.21489 3.94728 0.10494 -0.64 -0.69 -0.36
C 4.94659 -0.25661 -1.11211 -0.67 -0.39 1.26
H 2.14943 -5.59956 -2.27566 0.52 -0.02 -0.41
C 6.14182 -2.17433 -1.80821 -0.16 0.69 -1.68
H -4.56811 1.77673 -0.38723 0.24 0.31 0.06
C 5.59495 1.30311 2.54423 1.96 0.63 0.64
C 0.56593 0.30511 -3.39491 -0.43 -0.18 -0.85
H -2.79227 -0.49595 -3.23698 0.13 0.36 0.54
C -5.64385 -3.72504 -0.30582 0.64 0.16 -0.78
H 4.37040 0.64018 -1.28582 0.22 0.29 -0.04
H -1.33289 5.50481 3.42861 0.38 -0.15 0.12
C -1.78003 -0.33689 -3.57824 1.04 -0.57 -1.67
C -6.72208 -4.36849 -0.81480 -1.53 -0.53 -0.94
C 7.16761 2.97357 3.02414 -1.65 -1.37 -0.55
C -4.43079 2.74960 -0.85919 -0.63 0.99 -0.66
Br 4.63383 -4.85954 -3.07158 -2.11 -0.40 0.39
```
Forces are in eV/Å.

Results
**Molecular weight**: 1364.8 g/mol
**Strongest force on any atom**: 0.0720 Eh/bohr
**Orbital gap**: 8.2528 eV

These are the Mulliken partial charges, in e, on atoms 1 to 4:
1. N 0.037
2. H 0.450
3. C -0.461
4. N -0.536

Question: Among the records above, which one has the lowest strongest force on any atom?
Answer: C36H33Br9N6O6

Question: Look up the strongest force on any atom of the second one.
Answer: 0.0720 Eh/bohr

Question: What is the molecular weight in the first record?
Answer: 742.9 g/mol